(1)
47
Properties=species:S:1:pos:R:3:forces:R:3 method="wB97M-V/def2-TZVPD" orbital_gap_ev="8.9 / 7.5" charge=+2 e_lumo_ev="-6.203 / -7.582" spin_multiplicity=3 s2=2.00 e_tot_ev=-27277.78456
O 0.696 -2.342 -4.401 -0.2 0.0 0.0
H -1.526 0.986 2.287 0.1 0.0 0.0
C -0.251 2.869 3.261 -0.1 -0.7 -0.1
H 1.328 5.119 4.993 0.0 0.1 -0.1
O 0.767 3.746 3.595 0.1 0.2 0.1
H -1.157 -1.935 -3.761 0.0 -0.1 0.1
H 2.477 -2.149 -5.316 0.1 0.0 0.0
H 0.234 -4.716 -1.405 -0.1 -0.1 0.0
H 1.059 -2.577 -1.751 -0.2 0.5 0.0
H -0.966 -4.576 -2.717 0.0 0.1 0.0
H -0.392 4.630 5.087 0.0 0.2 -0.1
C 2.008 -1.808 -4.399 -0.1 0.0 0.2
H -0.004 1.375 -2.075 0.1 0.0 0.0
H -0.631 -2.288 2.692 -0.1 0.0 0.0
C -0.006 -4.212 -2.344 -0.5 0.2 -0.1
O 1.565 -0.396 -0.176 0.7 -0.1 -0.1
O -0.766 1.030 -1.594 -0.2 0.2 -0.2
O -3.057 -0.507 0.340 -0.2 0.0 -0.1
H 0.755 -4.487 -3.070 0.0 0.0 0.0
Pt -0.624 -0.433 0.274 -1.0 0.0 -0.7
H -0.988 -3.052 -0.393 0.0 0.0 0.0
H 0.086 -0.815 -3.171 -0.1 -0.1 0.1
H 0.878 3.540 5.663 0.0 0.0 -0.1
C 0.680 3.041 0.942 0.0 0.0 0.0
H -0.428 2.141 4.074 -0.1 0.1 0.0
H -1.815 -2.154 -1.453 0.0 -0.1 0.0
C -0.132 -1.874 -3.375 -0.1 0.4 -0.6
H -1.539 1.298 -2.105 -0.1 0.0 0.0
H -3.712 -0.665 1.031 0.0 0.0 0.1
H 0.939 1.368 2.290 -0.1 -0.1 -0.1
H 0.844 -1.903 2.472 0.1 0.1 0.0
H -1.213 3.373 3.051 0.2 0.2 0.1
C 0.032 -2.695 -2.128 1.2 -1.1 0.9
H 2.030 -1.235 -0.272 0.0 0.0 -0.1
H 1.060 2.525 0.058 0.0 0.0 0.0
H -3.530 -0.648 -0.488 -0.1 0.1 0.0
H 1.977 -0.713 -4.386 0.0 0.0 -0.1
H -1.687 1.952 1.021 0.3 0.2 -0.2
N -1.011 1.343 1.479 0.2 -0.9 0.7
O -0.046 -1.777 2.120 0.0 -0.2 0.1
N -0.894 -2.267 -1.035 0.1 0.4 0.1
H -0.129 3.714 0.646 0.1 0.0 -0.1
H 2.228 0.296 -0.295 -0.1 0.2 0.1
H 1.472 3.657 1.358 0.1 0.0 0.0
C 0.632 4.294 4.907 -0.1 -0.3 0.1
H 2.584 -2.160 -3.535 0.1 0.0 -0.1
C 0.172 2.086 2.001 -0.2 0.9 0.2

=====

(2)
52
Properties=species:S:1:pos:R:3:forces:R:3 method="wB97M-V/def2-TZVPD" orbital_gap_ev="6.5 / 4.0" charge=+2 e_lumo_ev="-6.729 / -11.242" spin_multiplicity=5 s2=6.03 e_tot_ev=-69577.37990
C 2.818 0.935 -1.444 0.1 0.2 0.2
C 0.643 2.365 -4.254 0.2 0.2 -0.2
H -3.932 -1.109 -0.548 0.4 0.1 0.2
H -3.162 -1.389 1.037 0.0 0.0 -0.2
H -2.479 -2.151 -0.429 -0.1 0.2 0.1
H -2.849 1.284 1.629 -0.1 0.3 -0.2
H 0.480 -3.694 -1.113 -1.0 -0.2 0.4
F -1.214 2.895 3.583 0.6 -2.4 1.0
O -0.333 -3.501 -0.586 1.3 0.7 -0.5
H 3.673 0.601 -2.034 0.1 0.3 -0.1
H 4.546 -0.377 0.708 -0.2 -0.1 0.3
C -1.118 -0.087 5.680 -0.6 -0.5 1.5
Rh 0.323 0.312 0.173 -0.9 -0.7 0.4
H 0.729 2.948 -5.179 -0.1 -0.3 0.4
C -1.946 0.647 -2.035 -0.7 -0.1 0.6
H -0.072 -2.654 -0.172 -0.3 -0.4 0.0
H -1.467 2.001 -4.410 -0.1 0.0 -0.2
H 3.328 0.398 1.789 0.1 -0.3 -0.5
C -0.669 1.201 -2.587 0.6 0.9 -0.9
H -1.294 -2.909 -3.095 -0.4 -0.3 0.2
H 2.010 -2.042 -2.107 0.3 0.2 0.2
C 0.044 0.875 3.307 -0.2 0.0 0.0
C -2.966 -1.248 -0.033 -0.1 -0.1 -0.1
H 3.739 -1.850 -1.642 -0.3 -0.2 0.0
C -1.438 1.197 5.215 -1.8 0.2 3.4
H 2.764 2.477 -3.789 -0.3 -0.2 -0.1
F 0.148 -2.085 5.469 -0.8 2.2 -1.1
C 0.332 -0.405 3.794 1.9 0.2 -2.5
F -2.214 2.008 5.964 1.5 -1.7 -1.6
N 0.438 1.083 -1.839 0.0 -0.6 0.0
H 3.403 -1.378 1.666 0.1 0.3 -0.3
C -0.229 -0.890 4.965 -0.6 -2.2 3.2
C -0.569 1.855 -3.834 -0.6 -0.4 1.0
H -2.788 1.352 -2.172 0.3 -0.4 0.0
F -1.604 -0.512 6.865 0.6 0.6 -1.6
C -0.879 1.659 4.028 0.8 2.0 -2.7
O -1.313 -2.723 -4.034 -0.8 0.5 -0.7
P 2.353 -0.436 -0.291 1.5 -1.1 -0.7
C -2.698 1.569 0.580 -0.1 0.1 0.2
C 2.708 -1.934 -1.262 0.2 -0.2 -0.1
S 0.867 1.510 1.924 0.3 1.9 0.7
P -1.856 0.182 -0.225 -1.9 0.1 -1.3
H 2.628 -2.829 -0.628 0.1 0.3 -0.1
H -2.250 -2.732 -4.346 1.2 -0.2 0.6
H 3.115 1.789 -0.827 0.2 -0.1 0.0
H -2.048 2.452 0.529 -0.3 -0.1 0.1
F 1.229 -1.174 3.139 -1.6 1.1 1.2
C 1.662 1.365 -2.314 -0.3 0.9 -0.7
H -3.666 1.781 0.097 0.3 -0.1 0.3
C 3.518 -0.440 1.098 0.6 0.0 0.1
C 1.779 2.111 -3.503 0.7 -0.7 0.9
H -2.225 -0.302 -2.508 0.2 0.2 -0.4

=====

(3)
9
Properties=species:S:1:pos:R:3:forces:R:3 method="wB97M-V/def2-TZVPD" orbital_gap_ev=4.7 charge=0 e_lumo_ev=-3.747 spin_multiplicity=1 e_tot_ev=-62696.21215
O -1.538 1.060 -0.885 3.0 -3.3 2.8
Cu 2.361 0.494 -1.106 1.0 0.8 0.0
O -1.939 -1.473 -0.321 4.7 4.9 2.1
O -1.781 0.438 1.521 3.8 -2.0 -3.3
S -1.156 -0.042 0.177 -10.3 0.7 -2.1
H 1.113 0.924 0.558 -1.0 -1.8 -0.3
H 1.172 -0.994 0.823 -1.0 1.7 -1.2
H 1.049 -0.281 -0.946 -2.2 -1.1 0.9
C 0.719 -0.126 0.179 2.2 0.1 1.1

=====

(4)
106
Properties=species:S:1:pos:R:3:forces:R:3 method="wB97M-V/def2-TZVPD" orbital_gap_ev="6.8 / 5.9" charge=+2 e_lumo_ev="-4.648 / -4.650" spin_multiplicity=2 s2=0.97 e_tot_ev=-133971.76066 de_lowest_kcal_mol=0.0
H 1.441 3.277 -5.994 0.0 0.0 0.0
S -0.222 0.555 -2.242 -0.5 0.3 -0.3
H -2.869 1.969 2.781 0.1 0.0 0.0
C 2.557 0.208 -5.075 0.1 0.0 -0.1
C 2.502 -4.946 -1.495 0.5 -0.1 0.1
C 0.362 -4.887 -1.721 0.0 0.0 0.1
S -0.895 0.537 1.120 0.1 0.2 0.2
O 1.760 -4.387 1.905 0.0 -0.6 0.2
N 1.424 -4.415 -0.984 -0.7 -0.1 -0.2
H -3.378 -0.638 -5.837 0.0 0.0 0.1
H -3.994 -2.474 -2.010 0.1 0.0 0.0
C -5.914 2.491 -2.784 0.0 0.0 0.0
C -3.103 0.696 4.502 0.0 0.0 0.1
O 2.843 -3.213 7.898 0.0 0.1 -0.1
H -2.729 3.598 -3.168 -0.1 0.0 0.0
H 3.296 -0.533 -5.355 -0.1 0.1 0.0
H -0.650 -4.594 -1.498 0.1 0.0 0.0
C 1.514 2.354 -5.434 0.0 0.0 0.0
C -3.809 -1.620 -3.973 0.0 0.0 0.0
C -2.297 -1.171 -2.159 0.0 0.1 0.0
H -0.482 2.771 3.083 0.0 0.0 0.0
C -1.364 -1.057 3.211 0.1 0.0 0.0
C 2.164 -3.064 3.838 0.0 0.1 0.0
H 2.475 -4.102 5.724 0.0 0.0 0.0
C -0.327 4.611 -0.725 -0.1 0.0 0.1
N 3.854 -3.712 0.054 -0.5 0.3 0.0
H -4.938 3.676 -4.290 0.0 0.0 0.0
C -2.418 4.596 0.530 0.0 0.0 0.0
C 2.605 3.319 1.788 0.0 0.0 0.0
H -4.681 -2.134 -4.361 0.1 0.0 0.0
C 2.051 -1.783 3.197 0.0 -0.1 0.1
C -1.584 -0.323 -3.002 0.0 0.1 0.1
H 3.455 3.979 1.910 -0.1 0.0 0.0
C -4.548 1.740 -0.952 0.1 0.0 0.0
C -1.690 0.172 2.659 0.0 0.0 -0.1
C 2.173 -0.625 4.024 0.1 0.1 0.0
H 1.617 0.600 0.011 0.0 0.1 0.1
H 0.842 6.396 -0.548 0.0 0.0 0.0
H -6.632 1.289 -1.155 0.0 0.0 0.0
C -2.139 5.868 0.995 0.0 0.1 0.1
C -3.079 -0.777 -4.806 0.0 0.0 0.0
H -0.037 2.888 -4.032 0.0 0.0 0.0
C 1.475 3.493 2.585 0.0 0.0 0.0
H 5.515 -2.997 1.214 -0.1 0.0 -0.1
H -1.646 -2.348 4.897 0.0 0.1 0.0
C -2.576 1.050 3.272 0.0 0.0 0.0
H 0.317 -6.306 -3.438 0.1 0.1 0.1
N 1.564 -1.551 -0.812 -0.6 -0.2 -0.3
C 2.394 -3.140 5.228 0.0 -0.2 0.0
C 1.995 -4.275 3.125 0.0 0.1 0.1
C -1.958 -0.119 -4.324 -0.1 0.0 0.0
C -2.754 -0.517 5.093 0.0 0.0 0.0
C 5.174 -3.646 0.422 -0.1 0.2 0.2
C 5.910 -4.503 -0.337 0.0 0.0 -0.1
H 2.107 0.346 3.546 0.0 0.0 0.0
C 0.822 -5.727 -2.684 0.1 0.0 0.0
H 1.447 4.285 3.322 0.0 0.0 0.0
H 2.827 -6.305 -3.076 0.0 0.0 0.0
H -0.762 7.512 0.965 0.0 -0.1 0.0
H 2.054 -5.200 3.710 0.0 0.0 0.0
H 6.963 -4.729 -0.355 -0.1 0.0 0.0
H 0.355 4.101 -1.392 0.0 0.1 0.1
H 5.237 -5.826 -1.850 0.0 0.0 0.0
S -1.869 2.344 -0.821 0.0 0.0 0.2
C -3.422 -1.816 -2.654 0.0 0.0 0.0
H -3.167 -0.781 6.058 0.0 0.0 0.0
H -2.838 6.362 1.658 0.0 0.0 0.0
N -2.082 1.445 0.417 -0.1 -0.3 0.0
C 0.456 1.631 1.505 -0.1 0.0 -0.1
H -6.881 2.539 -3.270 0.1 0.0 0.0
C 0.388 2.646 2.451 0.0 0.0 0.0
C 2.439 1.384 -5.805 0.0 0.0 0.0
C -1.899 -1.396 4.444 0.0 0.0 0.1
H -3.333 4.087 0.814 0.1 0.0 0.0
C 0.685 2.145 -4.342 0.0 -0.1 0.1
C -4.824 3.137 -3.359 -0.1 0.0 0.0
N 2.740 -2.104 7.413 0.0 0.0 0.0
O 2.811 -1.062 8.038 0.0 -0.1 -0.2
C 2.398 -0.732 5.362 0.0 0.0 0.1
C 0.807 0.954 -3.639 0.1 0.0 0.1
H -0.706 -1.736 2.681 0.1 0.0 0.0
H 2.506 0.144 5.986 0.0 0.0 0.0
N 5.013 -5.105 -1.187 0.0 -0.1 0.0
H 3.074 1.547 -6.665 0.0 0.0 0.0
C -1.503 3.992 -0.324 0.1 0.1 -0.1
C 2.502 -2.006 5.962 0.1 0.2 0.2
H -1.386 0.536 -4.970 0.0 0.0 0.0
H -3.786 1.369 5.005 0.0 -0.1 0.0
N 2.194 -5.753 -2.526 -0.1 -0.2 -0.2
C -3.477 2.400 -1.540 0.0 -0.2 0.0
C 2.662 2.290 0.857 0.0 0.0 0.0
O 1.824 -1.651 1.952 -0.1 0.2 0.1
N -0.789 2.074 -1.888 0.3 -0.3 -0.2
H 3.551 2.147 0.255 0.0 0.0 0.0
C 1.581 1.433 0.710 0.0 -0.1 -0.1
C -0.066 5.888 -0.247 0.0 0.0 0.0
N 0.471 -1.816 -0.439 0.9 0.0 -0.1
C -3.589 3.097 -2.738 0.0 0.0 0.0
H -4.410 1.202 -0.023 0.0 0.0 -0.1
Cr 1.647 -3.018 0.525 0.2 0.3 0.0
H 1.837 -0.914 -3.376 0.0 0.0 0.0
H -1.962 -1.324 -1.141 0.0 0.0 0.0
C 3.789 -4.603 -0.909 0.1 -0.1 -0.1
C -0.967 6.511 0.605 0.0 0.0 0.0
C -5.778 1.793 -1.591 0.0 0.0 0.0
C 1.743 -0.015 -3.976 -0.1 0.0 0.1

=====

(5)
19
Properties=species:S:1:pos:R:3:forces:R:3 method="wB97M-V/def2-TZVPD" smiles=CC[C@@H](O)CCO orbital_gap_ev=10.5 charge=0 e_lumo_ev=0.744 spin_multiplicity=1 e_tot_ev=-9474.43334 de_lowest_kcal_mol=16.2
C 2.673 -0.475 0.548 0.0 0.0 0.0
C 0.180 -0.389 0.050 0.1 -0.1 -0.4
H 1.760 -0.299 -1.414 0.0 0.0 0.1
H -2.995 0.470 -1.182 0.1 -0.1 0.1
H 2.494 -0.115 1.565 0.1 -0.1 -0.1
H -3.281 0.954 1.121 0.1 0.0 0.0
H -2.570 -0.869 -0.089 0.1 0.1 0.0
O 0.006 -0.015 1.403 -0.2 0.1 0.1
C 1.582 0.039 -0.384 0.0 0.0 -0.1
O -2.407 1.047 0.724 -0.3 0.0 0.2
H -0.633 1.267 -1.093 0.0 -0.1 0.1
H 0.110 -1.491 -0.021 0.0 0.2 0.1
C -0.872 0.215 -0.893 0.0 0.1 0.0
H 3.661 -0.130 0.225 -0.1 -0.1 0.1
H 2.689 -1.571 0.576 0.0 0.1 0.0
C -2.304 0.156 -0.388 0.0 -0.2 -0.3
H 1.601 1.138 -0.397 0.0 -0.1 0.0
H -0.873 0.382 1.502 0.2 0.0 0.0
H -0.822 -0.316 -1.853 0.0 0.1 0.1

=====

(6)
12
Properties=species:S:1:pos:R:3:forces:R:3 method="wB97M-V/def2-TZVPD" smiles=C[NH+]1CC1 orbital_gap_ev=14.4 charge=+1 e_lumo_ev=-3.269 spin_multiplicity=1 e_tot_ev=-4722.32727 de_lowest_kcal_mol=25.4
H -0.879 -1.885 -0.520 -0.8 -0.4 -0.5
H 1.975 1.108 0.109 -0.6 -0.4 0.0
N 0.261 -0.219 -0.368 3.4 2.1 2.2
H 0.750 -0.604 -1.124 1.2 -0.7 -1.1
H -1.141 1.172 -0.127 -0.9 2.0 1.2
C -0.906 -0.964 0.017 -0.2 -0.4 1.4
H -1.410 0.344 -1.675 0.3 0.1 -1.1
H -1.055 -1.118 1.098 -0.1 0.6 -0.7
H 1.644 -0.119 1.401 -0.6 0.4 -0.9
C -0.988 0.344 -0.706 -1.8 -1.7 0.2
C 1.176 0.586 0.667 -0.3 -0.5 0.0
H 0.574 1.355 1.227 0.3 -1.0 -0.8